(1)
Entry from the OMol25 dataset: a cluster of 8 separate species, H14NO10 in total at a distorted geometry (the ωB97M-V functional and the def2-TZVPD basis).

Last columns: bonded neighbours and bond lengths (Å).
CARTESIAN COORDINATES (ANGSTROEM)
1 O 0.108 25.605 8.297  H18 0.960, H24 0.957
2 O 1.070 23.916 2.576  H13 0.934, H21 0.922
3 O 3.695 25.606 3.740  H17 0.939, H19 0.951
4 O -1.687 25.098 2.714  H15 0.951, H23 0.951
5 O 0.399 26.489 3.522  N11 1.241
6 O 1.062 26.406 0.614  H12 0.917, H20 0.897
7 O 1.721 26.408 5.260  N11 1.270
8 O 1.914 23.793 6.107  H14 0.953, H22 0.957
9 O -2.988 25.109 5.808  H16 0.987, H25 0.978
10 O -0.435 26.334 5.498  N11 1.265
11 N 0.565 26.540 4.751  O5 1.241, O7 1.270, O10 1.265
12 H 1.034 26.691 1.485  O6 0.917
13 H 0.819 23.989 1.679  O2 0.934
14 H 2.213 23.372 5.306  O8 0.953
15 H -2.578 25.389 2.877  O4 0.951
16 H -3.151 24.534 6.594  O9 0.987
17 H 4.477 25.719 4.248  O3 0.939
18 H -0.102 26.273 7.640  O1 0.960
19 H 3.014 26.057 4.228  O3 0.951
20 H 0.238 26.151 0.369  O6 0.897
21 H 0.922 24.776 2.875  O2 0.922
22 H 1.746 24.723 5.955  O8 0.957
23 H -1.224 25.688 3.298  O4 0.951
24 H -0.244 24.851 7.824  O1 0.957
25 H -2.043 25.362 5.826  O9 0.978

Values from the calculation:
**Charge**: -1
**Relative energy (zero: lowest compared OMol25 entry of this formula, charge and spin)**: 1.0325 eV
**Max |F|**: 4.4 eV/Å
**Lowest unoccupied orbital energy**: 3.313 eV
**Electronic energy**: -815.51945 Eh
**Highest occupied orbital energy**: -7.14 eV

natural (NBO) atomic charge list, values in e, 2 entries: -0.951, -0.938


(2)
Entry from the OMol25 dataset: a cluster of 7 separate species, H14O6S in total at a distorted geometry (the ωB97M-V functional and the def2-TZVPD basis).

Last columns: bonded neighbours and bond lengths (Å).
CARTESIAN COORDINATES (ANGSTROEM)
1 S 5.762 -0.815 2.959  H17 1.372, H19 1.353
2 O -0.756 1.948 -1.599  H12 0.981, H20 0.988
3 O 0.826 -0.390 -2.149  H10 0.962, H16 0.972
4 O -0.191 -2.639 -1.065  H9 0.965, H21 0.928
5 O -1.264 1.570 1.344  H13 0.972, H18 0.976
6 O 0.324 -0.641 1.100  H8 0.950, H14 0.983
7 O -4.892 0.765 -0.096  H11 0.967, H15 0.967
8 H -0.006 -1.289 1.710  O6 0.950
9 H -0.302 -2.122 -0.258  O4 0.965
10 H 1.746 -0.597 -2.338  O3 0.962
11 H -4.530 1.142 -0.909  O7 0.967
12 H -0.728 1.811 -2.570  O2 0.981
13 H -1.053 2.249 2.007  O5 0.972
14 H -0.090 0.234 1.271  O6 0.983
15 H -5.092 1.503 0.496  O7 0.967
16 H 0.512 -1.203 -1.721  O3 0.972
17 H 5.032 -0.593 1.819  S1 1.372
18 H -1.305 2.076 0.509  O5 0.976
19 H 6.980 -1.058 2.422  S1 1.353
20 H -0.224 1.169 -1.305  O2 0.988
21 H -0.750 -3.122 -1.628  O4 0.928

Values from the calculation:
**Relative energy (zero: lowest compared OMol25 entry of this formula, charge and spin)**: 1.2080 eV
**Max |F|**: 3.3 eV/Å
**Lowest unoccupied orbital energy**: 0.493 eV
**Electronic energy**: -857.99464 Eh
**Highest occupied orbital energy**: -9.70 eV
**SMILES**: O.O.O.O.O.O.S

natural (NBO) atomic charge list, values in e, 2 entries: -0.306, -0.992


(3)
Entry from the OMol25 dataset: a cluster of 7 separate species, H14O6S in total at a distorted geometry (the ωB97M-V functional and the def2-TZVPD basis).

Last columns: bonded neighbours and bond lengths (Å).
CARTESIAN COORDINATES (ANGSTROEM)
1 S 3.570 3.110 -2.308  H11 1.365, H17 1.319
2 O -2.564 -1.258 0.032  H20 0.967, H21 0.965
3 O 0.297 1.150 -0.017  H12 0.969, H15 0.976
4 O -0.075 -0.444 -2.508  H10 0.981, H13 0.967
5 O 0.323 -1.635 -0.133  H8 0.976, H19 0.984
6 O -0.392 -1.534 2.457  H14 0.961, H18 0.969
7 O -1.334 1.316 2.264  H9 0.974, H16 0.957
8 H -0.455 -2.148 -0.424  O5 0.976
9 H -0.914 1.240 1.389  O7 0.974
10 H 0.249 -0.912 -1.709  O4 0.981
11 H 3.679 1.954 -3.026  S1 1.365
12 H 0.856 0.367 0.098  O3 0.969
13 H 0.665 -0.626 -3.104  O4 0.967
14 H -0.385 -1.957 3.321  O6 0.961
15 H 0.198 1.067 -0.984  O3 0.976
16 H -0.802 1.969 2.719  O7 0.957
17 H 2.313 3.285 -2.669  S1 1.319
18 H -0.336 -0.577 2.598  O6 0.969
19 H 0.249 -2.030 0.766  O5 0.984
20 H -3.257 -1.495 0.662  O2 0.967
21 H -1.885 -0.840 0.576  O2 0.965

Values from the calculation:
**Relative energy (zero: lowest compared OMol25 entry of this formula, charge and spin)**: 0.7646 eV
**Max |F|**: 2.3 eV/Å
**Lowest unoccupied orbital energy**: 0.343 eV
**Electronic energy**: -858.01094 Eh
**Highest occupied orbital energy**: -9.76 eV
**SMILES**: O.O.O.O.O.O.S

natural (NBO) atomic charge list, values in e, 2 entries: -0.283, -0.952


> What is the lowest unoccupied orbital energy in the second record?

0.493 eV


> Look up the electronic energy of the second one.

-857.99464 Eh